No. 1
DFT (ωB97M-V/def2-TZVPD) results for a cluster of 4 separate species, C16H28N4 in total in a non-equilibrium geometry.

The geometry in XYZ format:
```
48
Properties=species:S:1:pos:R:3:nbo_charge:R:1
C -0.98 0.87 -1.01 -0.616
C -1.65 -0.18 -0.12 -0.385
C -1.10 0.10 1.31 -0.511
C -1.52 -1.00 2.23 0.315
N -1.83 -1.98 2.85 -0.372
H -0.94 1.89 -0.63 0.198
H -1.65 0.97 -1.87 0.233
H 0.03 0.60 -1.33 0.199
H -1.36 -1.13 -0.55 0.221
H -2.72 0.03 -0.16 0.219
H -1.48 1.04 1.70 0.250
H -0.02 0.23 1.42 0.246
C 2.57 -3.58 5.79 -0.623
C 1.46 -2.93 4.93 -0.388
C 1.47 -3.51 3.45 -0.502
C 1.50 -5.01 3.43 0.291
N 1.44 -6.13 3.34 -0.348
H 3.58 -3.56 5.38 0.205
H 2.30 -4.59 6.09 0.222
H 2.61 -2.92 6.67 0.213
H 1.43 -1.85 4.99 0.220
H 0.46 -3.18 5.26 0.218
H 2.35 -3.15 2.92 0.225
H 0.59 -3.24 2.86 0.265
C -3.43 1.84 -8.52 -0.615
C -2.97 1.82 -7.06 -0.378
C -3.23 0.37 -6.57 -0.537
C -3.29 0.25 -5.16 0.302
N -3.39 0.16 -3.99 -0.345
H -2.88 1.11 -9.13 0.199
H -3.18 2.81 -8.94 0.216
H -4.43 1.50 -8.80 0.218
H -3.62 2.56 -6.59 0.213
H -1.96 2.17 -6.87 0.220
H -2.46 -0.24 -7.06 0.252
H -4.11 -0.17 -6.94 0.255
C 2.38 3.62 1.81 -0.622
C 3.21 2.39 1.56 -0.386
C 3.19 1.30 2.74 -0.515
C 1.84 1.12 3.29 0.296
N 0.82 0.95 3.69 -0.340
H 1.31 3.40 1.84 0.214
H 2.62 4.36 1.06 0.218
H 2.62 4.20 2.70 0.212
H 4.14 2.83 1.19 0.225
H 2.80 1.84 0.72 0.202
H 3.75 1.63 3.62 0.246
H 3.72 0.40 2.44 0.255
```

Summary:
ΔE to the lowest compared entry with this formula, charge and spin = 180.84 kJ/mol
charge = 0
LUMO = 0.01663 hartree



No. 2
DFT (ωB97M-V/def2-TZVPD) results for a cluster of 2 separate species, C4H12N2O in total in a non-equilibrium geometry.

The geometry in XYZ format:
```
19
Properties=species:S:1:pos:R:3:nbo_charge:R:1
C -2.19 0.69 3.13 -0.546
C -0.84 0.48 2.97 0.016
N -0.28 -0.32 1.96 -0.823
H -2.99 0.19 2.59 0.199
H -2.48 1.40 3.91 0.203
H -0.08 0.95 3.62 0.189
H -0.91 -0.98 1.54 0.391
H 0.61 -0.68 2.24 0.373
C 1.56 1.14 -2.93 -0.423
N 0.84 -0.12 -2.56 -0.655
C 0.68 -0.34 -1.11 0.099
O -0.15 -1.48 -0.88 -0.726
H 1.00 2.02 -2.55 0.200
H 1.69 1.23 -4.02 0.210
H 2.60 1.18 -2.48 0.166
H 1.39 -0.93 -2.95 0.351
H 1.67 -0.42 -0.66 0.141
H 0.23 0.60 -0.74 0.158
H -0.66 -1.53 -1.68 0.479
```

Summary:
ΔE to the lowest compared entry with this formula, charge and spin = 221.82 kJ/mol
charge = 0
LUMO = 0.03587 hartree



No. 3
DFT (ωB97M-V/def2-TZVPD) results for a cluster of 8 separate species, C24H36Cl2O21 in total in a non-equilibrium geometry.

The geometry in XYZ format:
```
83
Properties=species:S:1:pos:R:3:mulliken_charge:R:1
C -1.49 1.78 -2.59 -0.655
C -1.43 2.33 -3.97 -0.571
O -2.20 1.53 -4.85 0.048
C -2.62 1.99 -6.08 0.527
O -2.38 3.12 -6.57 -0.626
O -3.33 0.97 -6.72 -0.179
C -3.97 1.10 -7.94 -0.731
H -2.55 1.66 -2.37 0.243
H -1.06 2.55 -1.95 0.448
H -0.96 0.83 -2.49 -0.067
H -0.41 2.30 -4.36 0.296
H -1.84 3.34 -4.02 0.452
H -4.43 2.07 -8.13 0.315
H -4.69 0.30 -7.78 0.247
H -3.27 0.98 -8.76 0.288
O 3.12 2.74 7.38 -0.567
C 2.14 2.37 6.81 0.584
O 0.99 2.78 7.21 -0.362
C -0.03 2.40 6.39 -0.399
C 0.59 1.34 5.50 0.494
O 1.96 1.45 5.90 -0.327
H -0.84 1.97 6.98 0.281
H -0.51 3.21 5.83 0.241
H 0.38 1.67 4.48 -0.174
H 0.12 0.37 5.67 0.271
O 1.55 -2.12 2.80 -0.588
C 1.18 -1.20 2.09 0.398
O 0.91 -1.34 0.76 -0.379
C 0.36 -0.10 0.32 0.851
C 0.57 0.84 1.43 -0.139
O 0.91 0.02 2.55 0.025
H 1.00 0.05 -0.55 0.083
H -0.68 -0.24 0.03 -0.802
H -0.26 1.50 1.69 0.263
H 1.39 1.52 1.22 0.216
O 6.65 2.44 0.61 -0.537
C 5.98 1.63 1.19 0.617
O 6.45 0.74 2.08 -0.324
C 5.49 -0.15 2.47 -0.297
C 4.10 0.53 2.06 0.136
O 4.61 1.57 1.20 -0.366
H 5.74 -1.10 2.00 0.263
H 5.46 -0.21 3.56 0.291
H 3.56 1.02 2.87 0.234
H 3.61 -0.25 1.49 -0.053
O -2.68 -0.81 2.74 -0.596
C -2.93 0.22 3.41 0.620
O -4.11 0.51 3.94 -0.338
C -4.11 1.95 4.27 -0.467
C -2.62 2.22 4.43 -0.104
O -2.06 1.12 3.74 -0.108
H -4.41 2.64 3.48 0.252
H -4.65 2.29 5.16 0.374
H -2.36 2.24 5.49 0.004
H -2.21 3.11 3.96 0.383
O 1.38 -0.64 -2.88 -0.664
C 0.99 -0.86 -4.03 0.778
O 0.68 -2.04 -4.53 -0.319
C 0.44 -1.88 -5.93 -0.442
C 0.42 -0.43 -6.12 0.120
O 0.81 0.12 -4.86 -0.272
H 1.34 -2.29 -6.40 0.312
H -0.47 -2.30 -6.36 0.315
H -0.61 -0.16 -6.36 -0.146
H 1.12 -0.09 -6.89 0.280
O -4.68 -0.81 -4.30 -0.625
C -3.90 -1.00 -3.36 0.715
O -2.66 -1.40 -3.49 -0.288
C -2.27 -2.05 -2.33 -0.085
C -3.21 -1.49 -1.27 -0.115
O -4.25 -1.01 -2.10 -0.362
H -2.31 -3.13 -2.51 0.362
H -1.23 -1.82 -2.07 0.001
H -2.78 -0.68 -0.68 0.118
H -3.57 -2.31 -0.65 0.304
Cl 3.39 -6.73 1.27 -0.187
C 3.82 -5.14 1.93 -0.155
C 3.03 -4.96 3.24 -0.333
Cl 3.42 -6.26 4.45 -0.216
H 3.33 -4.38 1.33 0.098
H 4.89 -4.97 2.00 0.332
H 1.95 -5.08 3.09 0.305
H 3.18 -4.00 3.73 0.180
```

Summary:
ΔE to the lowest compared entry with this formula, charge and spin = 0.00 kJ/mol
charge = 0
LUMO = -0.01368 hartree



No. 4
DFT (ωB97M-V/def2-TZVPD) results for a cluster of 2 separate species, C10H20N3O2 in total in a non-equilibrium geometry.

The geometry in XYZ format:
```
35
Properties=species:S:1:pos:R:3:nbo_charge:R:1
C 1.51 -2.75 -0.31 -0.081
C 2.11 -2.68 1.08 -0.647
C 2.51 -2.31 -1.36 -0.607
C -3.04 2.40 0.47 -0.591
C 0.18 2.29 -2.14 -0.545
C -3.39 0.93 0.74 -0.399
C -2.09 0.23 1.07 -0.410
C -1.43 -0.33 -0.14 -0.453
C 1.04 2.05 -1.15 -0.004
C -0.09 -0.93 0.16 0.149
N 0.84 1.91 0.19 -0.468
N 0.27 -1.97 -0.45 -0.461
N 1.80 1.53 0.92 0.600
O 2.97 1.42 0.51 -0.557
O 1.47 1.26 2.07 -0.529
H 1.53 -2.91 1.99 0.217
H 2.69 -3.66 1.15 0.192
H 2.65 -1.81 1.34 0.233
H 3.48 -2.77 -1.04 0.201
H 2.82 -1.12 -1.26 0.224
H 2.23 -2.52 -2.42 0.213
H -2.46 2.56 -0.35 0.206
H -3.94 3.00 0.26 0.180
H -2.50 2.87 1.25 0.213
H 0.45 2.34 -3.15 0.190
H -0.89 2.27 -1.82 0.167
H 1.40 -3.78 -0.60 0.177
H -4.04 0.89 1.58 0.188
H -3.95 0.41 -0.01 0.191
H -1.34 0.98 1.58 0.237
H -2.11 -0.50 1.82 0.191
H -1.40 0.47 -0.87 0.226
H -1.97 -1.14 -0.57 0.203
H 2.10 1.91 -1.46 0.178
H 0.56 -0.56 0.92 0.176
```

Summary:
ΔE to the lowest compared entry with this formula, charge and spin = 0.00 kJ/mol
charge = -1
LUMO = 0.13137 hartree



No. 5
DFT (ωB97M-V/def2-TZVPD) results for a structure of composition C28H52BN8Zn in a non-equilibrium geometry.

The geometry in XYZ format:
```
90
Properties=species:S:1:pos:R:3:mulliken_charge:R:1
Zn -0.24 -0.32 0.02 1.521
C 0.87 4.41 -2.51 -1.627
C 0.45 2.97 -2.41 0.181
C -0.21 2.31 -3.47 -1.217
C -0.45 0.97 -3.01 -0.631
N 0.00 0.83 -1.76 0.403
N 0.57 2.08 -1.37 0.678
B 1.48 2.11 -0.09 -0.421
N 2.43 0.89 -0.10 0.139
N 1.83 -0.43 -0.02 0.859
C 2.79 -1.28 -0.09 -0.789
C 4.06 -0.62 -0.13 -0.604
C 3.73 0.77 -0.13 0.553
C 4.73 1.80 -0.11 -1.625
C 2.59 -2.77 -0.01 2.310
C 4.04 -3.41 -0.15 -1.756
C 2.07 -3.18 1.41 -1.433
C 1.66 -3.24 -1.13 -1.430
N 0.59 2.04 1.18 1.068
N 0.28 0.86 1.87 -0.035
C -0.17 1.29 3.08 -0.657
C -0.29 2.67 3.15 -1.239
C 0.18 3.12 1.95 0.542
C 0.20 4.52 1.47 -1.417
C -0.58 0.35 4.14 2.288
C 0.62 0.36 5.16 -1.755
C -1.89 0.72 4.94 -1.797
C -0.84 -1.10 3.64 -1.326
C -1.06 -0.12 -3.87 2.707
C -0.82 0.27 -5.34 -1.657
C -2.63 -0.15 -3.67 -1.476
C -0.40 -1.49 -3.56 -0.907
H 1.01 4.69 -3.54 0.461
H 1.83 4.60 -1.99 0.283
H 0.09 5.05 -2.04 0.248
H -0.42 2.66 -4.46 0.472
H 2.12 3.18 -0.10 -0.160
H 5.09 -1.02 0.06 0.265
H 4.98 2.08 0.90 0.266
H 4.52 2.67 -0.75 0.295
H 5.61 1.27 -0.48 0.463
H 4.71 -2.98 0.63 0.357
H 4.50 -3.13 -1.12 0.423
H 4.09 -4.52 -0.02 0.330
H 2.70 -2.69 2.22 0.331
H 2.22 -4.29 1.54 0.428
H 1.03 -2.98 1.68 0.126
H 2.19 -3.44 -2.05 0.435
H 0.93 -2.47 -1.41 -0.192
H 1.03 -4.12 -0.95 0.377
H -0.78 3.27 3.88 0.548
H 1.17 5.02 1.69 0.280
H -0.50 5.12 2.08 0.465
H 0.02 4.67 0.39 0.059
H 0.91 1.37 5.42 0.386
H 1.50 -0.17 4.77 0.360
H 0.36 -0.21 6.09 0.393
H -1.74 1.59 5.65 0.402
H -2.17 -0.09 5.60 0.435
H -2.71 1.06 4.32 0.347
H 0.10 -1.58 3.27 0.029
H -1.70 -1.15 2.92 0.052
H -1.15 -1.72 4.47 0.634
H -1.00 1.38 -5.47 0.350
H -1.54 -0.26 -5.99 0.375
H 0.23 0.13 -5.67 0.343
H -3.03 0.66 -4.34 0.489
H -3.03 0.06 -2.70 0.024
H -2.97 -1.13 -4.04 0.391
H 0.67 -1.40 -3.88 0.465
H -0.84 -2.29 -4.22 0.382
H -0.42 -1.85 -2.51 -0.415
N -1.36 -2.36 0.17 -0.400
C -2.44 -2.63 -0.80 0.048
C -3.86 -2.34 -0.37 -1.046
C -4.37 -0.90 -0.02 -0.620
C -3.47 -0.18 0.93 -0.450
N -2.30 0.58 0.33 -0.734
H -0.71 -3.14 0.21 0.309
H -1.79 -2.26 1.08 0.225
H -2.44 -3.76 -1.05 0.332
H -2.27 -2.08 -1.77 -0.273
H -4.03 -2.99 0.48 0.395
H -4.54 -2.75 -1.14 0.440
H -5.33 -1.03 0.46 0.375
H -4.54 -0.31 -0.93 0.322
H -3.06 -0.89 1.61 -0.253
H -4.06 0.49 1.54 0.580
H -2.14 1.37 0.97 0.185
H -2.48 0.89 -0.63 0.114
```

Summary:
charge = +1
LUMO = -0.07061 hartree



No. 6
DFT (ωB97M-V/def2-TZVPD) results for an isolated molecule of C5H8N2 in a non-equilibrium geometry.

The geometry in XYZ format:
```
15
Properties=species:S:1:pos:R:3:nbo_charge:R:1
C -0.03 -1.35 0.02 0.268
N 1.19 -1.06 0.16 -0.464
C 1.69 0.21 -0.15 -0.241
C 0.57 1.31 0.31 -0.449
C -0.76 0.92 -0.31 -0.090
C -1.73 0.08 0.44 -0.251
N -0.98 -0.51 -0.68 -0.416
H -0.56 -2.25 0.43 0.184
H 2.60 0.19 0.42 0.207
H 1.91 0.59 -1.16 0.199
H 1.05 2.20 -0.12 0.218
H 0.66 1.47 1.41 0.220
H -1.29 1.74 -1.03 0.218
H -1.56 -0.16 1.58 0.200
H -2.74 0.19 0.27 0.196
```

Summary:
ΔE to the lowest compared entry with this formula, charge and spin = 289.83 kJ/mol
charge = 0
LUMO = 0.04146 hartree



No. 7
DFT (ωB97M-V/def2-TZVPD) results for a structure of composition C17H21N7O4V in a non-equilibrium geometry.

The geometry in XYZ format:
```
50
Properties=species:S:1:pos:R:3:nbo_charge:R:1
V 0.01 0.69 2.31 1.237
C 2.84 3.06 1.20 -0.642
C 1.49 2.65 1.77 0.289
N 1.52 1.80 3.03 -0.370
O 2.20 0.59 2.77 -0.607
C -0.58 3.49 3.02 0.118
C -1.54 4.49 3.57 -0.663
N -0.94 2.24 2.76 -0.089
O -1.88 1.43 3.15 -0.533
H 3.39 2.16 1.07 0.218
H 3.44 3.66 1.91 0.209
H 2.79 3.60 0.27 0.211
H 2.51 0.29 3.65 0.493
H -1.03 5.41 3.64 0.233
H -1.80 4.20 4.63 0.227
H -2.47 4.59 2.95 0.229
C 1.14 6.03 1.26 -0.249
O 0.98 5.13 2.44 -0.538
C 0.63 3.86 2.26 0.333
O 0.85 1.87 0.89 -0.815
H 2.05 5.74 0.77 0.185
H 1.19 7.10 1.69 0.198
H 0.27 5.94 0.57 0.186
C 1.48 -0.35 -1.10 -0.677
C 0.57 -1.21 -0.31 0.463
N -0.03 -0.91 0.81 -0.550
C -0.63 -2.03 1.33 -0.068
C -0.31 -3.11 0.59 -0.100
N 0.42 -2.58 -0.53 -0.368
C 1.03 -3.41 -1.56 -0.031
N 0.13 -4.18 -2.41 -0.242
N 0.80 -4.85 -3.38 -0.019
N 0.05 -5.21 -4.34 -0.184
C -1.27 -4.71 -4.04 0.021
C -2.41 -4.73 -4.81 -0.198
C -3.44 -3.98 -4.36 -0.222
C -3.40 -3.30 -3.08 -0.185
C -2.30 -3.37 -2.25 -0.276
C -1.22 -4.05 -2.78 0.164
H 2.08 0.32 -0.43 0.295
H 0.93 0.33 -1.81 0.257
H 2.18 -1.00 -1.62 0.210
H -1.22 -1.97 2.27 0.229
H -0.53 -4.17 0.69 0.240
H 1.71 -4.14 -1.08 0.222
H 1.68 -2.82 -2.28 0.232
H -2.48 -5.17 -5.83 0.237
H -4.32 -3.91 -5.02 0.221
H -4.24 -2.57 -2.97 0.229
H -2.31 -2.95 -1.25 0.238
```

Summary:
spin multiplicity = 4
ΔE to the lowest compared entry with this formula, charge and spin = 91.70 kJ/mol
charge = 0
LUMO (spin up / spin down) = 0.01012 / 0.00626 hartree



No. 8
DFT (ωB97M-V/def2-TZVPD) results for the ion C4H12NS2 with charge +2 in a non-equilibrium geometry.

The geometry in XYZ format:
```
19
Properties=species:S:1:pos:R:3:nbo_charge:R:1
N -2.44 0.65 -0.26 -0.692
C -1.79 -0.15 0.87 -0.061
C -2.21 0.56 2.17 -0.651
C -0.26 0.08 0.76 -0.542
S 0.31 -1.05 -0.61 0.320
S 1.92 0.04 -1.34 0.644
C 2.89 0.43 0.09 -0.836
H -3.35 0.23 -0.47 0.467
H -1.95 0.72 -1.16 0.448
H -2.61 1.61 0.05 0.455
H -2.16 -1.17 0.84 0.263
H -3.29 0.45 2.33 0.264
H -1.74 0.14 3.06 0.276
H -1.94 1.63 2.16 0.231
H 0.17 -0.30 1.68 0.281
H -0.11 1.14 0.56 0.252
H 3.87 0.83 -0.17 0.316
H 2.38 1.21 0.68 0.271
H 3.03 -0.45 0.74 0.293
```

Summary:
spin multiplicity = 2
ΔE to the lowest compared entry with this formula, charge and spin = 0.00 kJ/mol
charge = +2
LUMO (spin up / spin down) = -0.30367 / -0.43016 hartree



No. 9
DFT (ωB97M-V/def2-TZVPD) results for an isolated molecule of C5H6N2 in a non-equilibrium geometry.

The geometry in XYZ format:
```
13
Properties=species:S:1:pos:R:3:nbo_charge:R:1
N 2.25 -1.20 1.70 -0.315
C 1.61 -0.37 1.21 0.274
C 0.80 0.65 0.53 -0.191
C 0.38 0.15 -0.88 -0.397
C -0.97 -0.52 -0.60 -0.493
C -1.41 0.39 0.53 0.136
N -0.49 0.94 1.20 -0.373
H 1.39 1.58 0.52 0.245
H 1.06 -0.53 -1.35 0.231
H 0.29 1.07 -1.49 0.219
H -1.64 -0.57 -1.47 0.231
H -0.95 -1.56 -0.19 0.237
H -2.45 0.63 0.68 0.196
```

Summary:
ΔE to the lowest compared entry with this formula, charge and spin = 90.79 kJ/mol
charge = 0
LUMO = 0.02844 hartree



No. 10
DFT (ωB97M-V/def2-TZVPD) results for a structure of composition C11H9AuN5O2S4SbSe.

The geometry in XYZ format:
```
34
Properties=species:S:1:pos:R:3:nbo_charge:R:1
Au -1.27 -2.24 1.68 0.907
N 2.71 2.14 -3.93 -0.803
C 2.21 1.86 -2.66 0.175
C 1.39 2.77 -2.01 -0.277
C 0.95 2.52 -0.72 -0.172
C 1.32 1.34 -0.08 -0.320
C 2.13 0.42 -0.73 -0.172
C 2.57 0.67 -2.01 -0.269
S 0.75 0.98 1.54 2.333
O 1.78 0.22 2.19 -0.963
O 0.32 2.21 2.15 -0.955
N -0.49 -0.05 1.33 -0.974
C -1.70 0.40 0.94 0.567
N -2.64 -0.57 1.06 -0.561
C -3.91 -0.27 0.87 0.115
C -4.29 1.00 0.48 -0.382
C -3.25 1.89 0.24 0.114
N -1.97 1.61 0.44 -0.496
H 2.19 2.81 -4.47 0.375
H 3.04 1.35 -4.46 0.378
H 1.10 3.68 -2.51 0.200
H 0.30 3.21 -0.20 0.247
H 2.41 -0.49 -0.22 0.244
H 3.20 -0.05 -2.52 0.207
H -4.62 -1.09 1.00 0.215
H -5.33 1.27 0.34 0.222
H -3.46 2.88 -0.16 0.187
S -1.65 -6.22 -0.33 -0.806
Sb -1.33 -5.86 1.84 0.924
S -2.81 -3.98 2.29 -0.799
S 0.53 -3.87 1.55 -0.462
Se 1.88 -3.02 3.04 0.355
C 3.47 -3.59 2.25 0.008
N 4.47 -3.92 1.79 -0.359
```

Summary:
spin multiplicity = 2
ΔE to the lowest compared entry with this formula, charge and spin = 116.85 kJ/mol
charge = -1
LUMO (spin up / spin down) = 0.07600 / 0.04440 hartree



No. 11
DFT (ωB97M-V/def2-TZVPD) results for the ion CH6NS2 with charge +1 in a non-equilibrium geometry.

The geometry in XYZ format:
```
10
Properties=species:S:1:pos:R:3:nbo_charge:R:1
N 0.12 -0.96 -0.25 -0.733
C 0.05 0.36 0.52 -0.296
S 1.16 1.47 -0.46 0.003
S -1.82 0.72 0.28 0.006
H -0.32 -0.98 -1.14 0.456
H -0.07 -1.86 0.32 0.469
H 1.13 -1.19 -0.53 0.448
H 0.42 0.32 1.55 0.274
H 1.65 2.22 0.67 0.204
H -1.77 1.61 -0.71 0.167
```

Summary:
ΔE to the lowest compared entry with this formula, charge and spin = 61.96 kJ/mol
charge = +1
LUMO = -0.15039 hartree



No. 12
DFT (ωB97M-V/def2-TZVPD) results for the ion C4H11NOS with charge +1 in a non-equilibrium geometry.

The geometry in XYZ format:
```
18
Properties=species:S:1:pos:R:3:nbo_charge:R:1
C -0.84 -0.28 -0.09 -0.244
N 0.25 -1.07 0.46 -0.427
C -0.03 -2.47 0.39 0.063
O -1.31 -2.64 1.01 -0.757
C -0.26 0.42 -1.36 -0.404
C 0.06 1.94 -1.12 -0.568
S 1.07 2.19 0.36 0.389
H -1.12 0.60 0.66 0.226
H -1.64 -0.89 -0.47 0.254
H 0.27 -0.87 1.51 0.408
H -0.16 -2.83 -0.64 0.187
H 0.72 -3.05 1.00 0.205
H -1.79 -3.46 0.87 0.509
H 0.78 0.06 -1.61 0.223
H -0.73 0.09 -2.27 0.256
H 0.60 2.37 -2.03 0.294
H -0.91 2.48 -0.89 0.256
H 2.10 1.55 -0.11 0.131
```

Summary:
spin multiplicity = 2
ΔE to the lowest compared entry with this formula, charge and spin = 199.97 kJ/mol
charge = +1
LUMO (spin up / spin down) = -0.10653 / -0.31615 hartree



Calculated M, 276.43 104.15 731.44 214.29 576.98 96.13 438.34 138.28 94.12 769.18 96.20 121.20 g mol⁻¹ (same order as the records).